Entry 1:
25
Properties=species:S:1:pos:R:3:nbo_charge:R:1 method="wB97M-V/def2-TZVPD" e_above_lowest_kj_mol=1525.4 homo_lumo_gap_ev=6.54
C -1.668 1.461 -1.238 -0.6796
C -2.762 1.089 -0.154 -0.2049
C -2.990 -0.312 0.162 -0.3724
C -2.352 -1.601 -0.167 -0.0812
C -0.921 -1.643 -0.066 -0.2995
C 0.049 -0.636 0.360 0.2182
C 0.847 1.307 1.127 -0.2759
C 1.882 1.247 -0.142 -0.5967
C 2.493 -0.190 -0.330 0.6159
C 1.336 -1.237 0.177 -0.6138
H -0.021 0.850 -0.339 0.3758
H -2.130 0.401 -2.240 0.2293
H -1.576 3.282 -1.449 0.1331
H -3.293 2.022 0.539 0.2423
H -3.544 -0.591 1.174 0.2292
H -2.859 -2.622 -0.197 0.2321
H -0.225 -2.422 -0.353 0.2029
H 1.539 1.108 2.097 0.2212
H 0.686 2.455 1.354 0.2514
H 1.481 1.535 -1.268 0.2959
H 2.646 2.052 0.017 0.2654
H 1.870 -1.916 0.867 0.2946
H 1.395 -1.876 -0.692 0.2589
N -0.158 0.381 1.037 -0.4077
O 3.706 -0.481 -0.643 -0.5347

Entry 2:
22
Properties=species:S:1:pos:R:3:nbo_charge:R:1 method="wB97M-V/def2-TZVPD" e_above_lowest_kj_mol=170.7 homo_lumo_gap_ev="8.11 / 8.11" total_charge=+1
C -0.338 -2.217 -0.197 -0.2305
C 0.963 2.134 0.161 -0.6242
C 0.367 0.038 1.639 -0.7076
C 0.882 0.430 -2.144 -0.6762
C 0.514 0.681 0.341 -0.0533
C 0.520 -0.058 -0.802 0.1444
N 0.453 -1.403 -0.807 -0.2616
O -2.100 -0.125 0.055 -0.9318
P -1.878 -1.606 0.594 1.3714
H -0.177 -3.227 -0.129 0.2287
H 1.357 2.419 -0.750 0.2388
H 1.707 2.079 0.895 0.2308
H 0.112 2.713 0.195 0.2338
H -0.477 0.258 2.349 0.2418
H 0.379 -1.074 1.573 0.2205
H 1.307 0.464 2.342 0.2765
H 1.937 0.576 -2.441 0.2630
H 0.358 1.339 -2.474 0.2438
H 0.408 -0.193 -2.922 0.2443
H -1.363 0.443 0.357 0.5373
H -3.087 -2.074 0.251 0.0282
H -1.843 -1.596 1.913 -0.0182

Entry 3:
49
Properties=species:S:1:pos:R:3:nbo_charge:R:1 method="wB97M-V/def2-TZVPD" e_above_lowest_kj_mol=9.0 homo_lumo_gap_ev=8.81
O 0.316 -3.831 -0.786 -0.6270
C 0.001 -2.907 -0.061 0.6567
C -0.485 -1.640 -0.509 -0.5015
C -0.818 -0.645 0.366 0.4697
N -1.308 0.565 0.001 -0.4181
C -1.768 0.798 -1.355 -0.2296
C -2.781 1.941 -1.342 -0.2214
N -2.205 3.177 -0.857 -0.4856
C -2.164 4.335 -1.643 0.2082
C -2.391 5.551 -0.990 -0.2223
C -2.406 6.753 -1.665 -0.2049
C -2.205 6.778 -3.035 -0.2126
C -1.963 5.595 -3.707 -0.2182
C -1.923 4.392 -3.019 -0.0837
Cl -1.502 2.980 -3.946 -0.0056
C -1.113 2.991 0.078 -0.2071
C -1.321 1.713 0.885 -0.2293
N -0.671 -0.896 1.708 -0.6150
C -0.209 -2.085 2.244 0.8008
O -0.126 -2.216 3.446 -0.6353
N 0.111 -3.050 1.338 -0.4581
C 0.627 -4.315 1.858 -0.2420
C 2.117 -4.234 2.057 -0.0655
C 2.972 -4.456 0.983 -0.1756
C 4.342 -4.348 1.142 -0.2862
C 4.840 -4.013 2.388 0.3997
F 6.179 -3.907 2.552 -0.3295
C 4.012 -3.779 3.470 -0.2858
C 2.644 -3.890 3.295 -0.1805
H -0.538 -1.507 -1.573 0.2384
H -2.251 -0.108 -1.726 0.2246
H -0.931 1.044 -2.020 0.2037
H -3.203 2.083 -2.335 0.2325
H -3.608 1.663 -0.672 0.1906
H -2.576 5.527 0.074 0.2160
H -2.589 7.669 -1.125 0.2186
H -2.226 7.709 -3.578 0.2203
H -1.780 5.598 -4.770 0.2292
H -0.144 2.927 -0.443 0.1825
H -1.068 3.846 0.759 0.2116
H -2.271 1.781 1.432 0.1957
H -0.503 1.635 1.606 0.2163
H -0.964 -0.218 2.396 0.4225
H 0.122 -4.513 2.805 0.2317
H 0.380 -5.079 1.118 0.2455
H 2.556 -4.706 0.019 0.2380
H 5.019 -4.520 0.321 0.2283
H 4.438 -3.515 4.425 0.2276
H 1.977 -3.697 4.121 0.2317

Entry 4:
74
Properties=species:S:1:pos:R:3:nbo_charge:R:1 method="wB97M-V/def2-TZVPD" homo_lumo_gap_ev=6.96 total_charge=+3
Ta 0.440 -0.010 0.519 2.4035
C -2.893 2.875 1.995 -0.4207
N -2.712 1.619 2.747 -0.2795
C -3.722 1.365 3.788 -0.4208
C -1.738 0.806 2.509 0.6892
O -0.879 1.048 1.584 -0.7194
C -1.497 -0.491 3.265 -0.1589
O -0.224 -1.003 2.881 -0.5164
C 0.870 -0.800 3.771 -0.1622
C 1.827 0.236 3.195 0.6889
O 1.620 0.643 1.997 -0.7171
N 2.828 0.666 3.899 -0.2937
C 3.792 1.646 3.371 -0.4246
C 3.043 0.204 5.283 -0.4339
H -2.833 3.701 2.702 0.2408
H -3.878 2.852 1.536 0.2470
H -2.130 2.963 1.232 0.2458
H -3.593 2.087 4.593 0.2464
H -3.648 0.354 4.174 0.2189
H -4.703 1.498 3.339 0.2540
H -2.248 -1.223 2.961 0.2571
H -1.568 -0.356 4.344 0.2407
H 1.405 -1.749 3.866 0.2548
H 0.524 -0.517 4.766 0.2393
H 3.535 1.907 2.351 0.2422
H 4.787 1.209 3.412 0.2423
H 3.760 2.533 4.001 0.2468
H 3.104 -0.883 5.324 0.2305
H 2.251 0.567 5.937 0.2339
H 3.987 0.613 5.627 0.2622
C -3.455 1.874 -7.264 -0.6519
C -2.852 1.706 -5.904 0.0895
C -2.136 2.744 -5.307 -0.2115
C -1.606 2.615 -4.036 -0.1469
C -1.805 1.416 -3.354 -0.3627
C -2.515 0.355 -3.927 -0.1770
C -3.023 0.509 -5.198 -0.2088
S -1.248 1.233 -1.737 2.2975
O -0.403 2.439 -1.488 -0.8732
O -2.257 1.018 -0.735 -0.9058
N -0.254 -0.063 -1.547 -0.9664
C 0.945 -0.098 -2.295 0.3642
C 1.127 -0.145 -3.663 -0.2560
C 2.444 -0.151 -4.104 -0.0843
C 3.495 -0.131 -3.190 -0.2365
C 3.211 -0.108 -1.840 0.0793
N 1.944 -0.090 -1.410 -0.5067
H -3.001 2.700 -7.805 0.2397
H -4.523 2.082 -7.168 0.2561
H -3.355 0.964 -7.855 0.2426
H -1.990 3.670 -5.847 0.2459
H -1.051 3.424 -3.585 0.2526
H -2.673 -0.569 -3.384 0.2347
H -3.569 -0.305 -5.657 0.2430
H 0.292 -0.184 -4.346 0.2619
H 2.656 -0.171 -5.165 0.2576
H 4.523 -0.133 -3.522 0.2623
H 3.991 -0.105 -1.091 0.2224
Cl 1.443 -7.330 1.159 0.1158
C 1.459 -5.622 1.026 -0.0789
C 2.678 -4.936 1.095 -0.0839
C 2.756 -3.550 0.990 -0.2903
C 1.573 -2.862 0.820 0.4418
O 1.544 -1.527 0.664 -0.7495
C 0.329 -3.527 0.745 -0.2839
C -0.854 -2.780 0.542 0.4813
O -0.938 -1.523 0.487 -0.6538
C 0.280 -4.931 0.843 -0.1035
H 3.586 -5.512 1.223 0.2658
H 3.707 -3.040 1.026 0.2543
H -1.793 -3.326 0.429 0.2084
H -0.662 -5.460 0.780 0.2576
O 1.574 2.989 -0.118 -0.3948
C 0.900 2.084 -0.256 0.5149

Number 1: molecular weight 163.2 g mol⁻¹. Number 2: molecular weight 146.2 g mol⁻¹. Number 3: molecular weight 414.9 g mol⁻¹. Number 4: molecular weight 800.0 g mol⁻¹.